1.
{"formula": "C4H9N2P", "method": "ωB97M-V/def2-TZVPD", "symbols": ["P", "N", "N", "C", "C", "C", "C", "H", "H", "H", "H", "H", "H", "H", "H", "H"], "positions_angstrom": [[-0.10, -0.56, -1.20], [-0.98, 0.79, -0.94], [1.26, -0.04, -0.25], [0.88, 1.06, 0.47], [-3.01, -0.61, 0.59], [-0.34, 1.53, -0.03], [2.36, -0.81, 0.17], [2.28, -0.94, 1.18], [2.39, -1.87, -0.43], [3.38, -0.26, -0.08], [-3.76, -0.24, -0.09], [-3.12, -1.63, 0.69], [-2.16, -0.22, 0.93], [0.24, 0.07, -2.48], [-0.77, 2.40, 0.24], [1.44, 1.32, 1.22]], "energy_ha": -608.48995, "charge": 0, "relative_energy_kcal_mol": 18.4, "e_homo_ev": [-6.71, -9.70], "lumo_ev": [0.86, -0.21], "homo_lumo_gap_ev": [7.57, 9.49], "multiplicity": 3}

---

2.
{"formula": "C6H10N", "method": "ωB97M-V/def2-TZVPD", "symbols": ["N", "C", "C", "C", "C", "C", "C", "H", "H", "H", "H", "H", "H", "H", "H", "H", "H"], "positions_angstrom": [[-1.02, -0.11, 0.43], [-0.58, 1.03, -0.37], [-0.52, 1.59, -1.53], [-0.32, 2.30, -2.57], [1.71, -1.63, 0.51], [0.83, -2.33, 1.14], [-0.69, 1.17, 1.09], [0.74, 2.29, -3.06], [2.08, -2.12, -0.36], [2.15, -0.69, 1.00], [0.48, -3.18, 0.61], [-1.19, 2.51, -3.22], [-1.67, 1.59, 1.45], [-2.08, -0.42, 0.40], [-0.45, -1.03, 0.68], [0.30, -2.10, 2.06], [0.23, 1.12, 1.74]], "energy_ha": -288.93101, "charge": 1, "relative_energy_kcal_mol": 95.4, "e_homo_ev": -14.41, "lumo_ev": -3.68, "homo_lumo_gap_ev": 10.73}

---

3.
{"formula": "C46H52FI2MnN7O4S", "method": "ωB97M-V/def2-TZVPD", "symbols": ["I", "I", "Mn", "S", "F", "O", "O", "O", "O", "N", "N", "N", "N", "N", "N", "N", "C", "C", "C", "C", "C", "C", "C", "C", "C", "C", "C", "C", "C", "C", "C", "C", "C", "C", "C", "C", "C", "C", "C", "C", "C", "C", "C", "C", "C", "C", "C", "C", "C", "C", "C", "C", "C", "C", "C", "C", "C", "C", "C", "C", "C", "C", "H", "H", "H", "H", "H", "H", "H", "H", "H", "H", "H", "H", "H", "H", "H", "H", "H", "H", "H", "H", "H", "H", "H", "H", "H", "H", "H", "H", "H", "H", "H", "H", "H", "H", "H", "H", "H", "H", "H", "H", "H", "H", "H", "H", "H", "H", "H", "H", "H", "H", "H", "H"], "positions_angstrom": [[-2.60, -6.41, 3.99], [-6.05, -4.54, -0.28], [-1.51, -2.21, -2.00], [-1.46, -3.76, -3.85], [4.72, -0.22, -0.13], [-1.71, 0.11, -5.12], [-3.34, -2.80, -1.00], [-2.32, -0.60, -3.06], [0.37, -1.19, -1.89], [-4.07, -4.55, -4.00], [7.43, 3.78, -0.26], [-3.72, -2.49, -4.63], [-0.96, 0.30, 1.07], [-0.79, -3.19, -0.06], [1.06, 2.60, -3.06], [5.36, 2.39, -0.77], [3.78, 0.50, -0.80], [0.02, 1.91, -3.54], [-5.72, 0.24, 2.71], [-2.71, -5.24, 2.32], [2.31, 0.58, 2.91], [7.22, 2.64, 0.71], [-5.43, -4.08, -4.40], [-0.26, -0.87, 3.27], [-0.31, 0.62, -3.29], [2.65, -0.16, -1.31], [-1.61, -4.64, 1.74], [0.70, -4.11, 1.58], [-4.15, -4.40, 0.56], [1.73, 0.63, -2.01], [-0.15, 0.37, 2.28], [1.01, 4.06, -3.20], [0.62, 1.72, 4.26], [4.07, 1.83, -1.09], [-3.16, -3.60, -0.03], [0.46, -0.09, -2.37], [3.14, 2.57, -1.76], [5.75, 2.31, 0.65], [-1.81, -3.82, 0.55], [-3.30, 0.30, 2.03], [0.52, 0.50, 5.21], [1.27, 0.46, 1.77], [-4.63, 0.38, 1.68], [6.41, 2.10, -1.75], [7.54, 3.14, -1.61], [-0.46, 1.61, 3.18], [-1.55, -0.01, -3.92], [-3.14, -3.60, -4.18], [-3.95, -5.09, 1.78], [-0.28, -4.82, 2.17], [1.99, 1.99, -2.27], [-5.09, 0.78, 0.37], [0.68, 4.74, -1.91], [2.03, 1.86, 3.75], [0.42, -3.33, 0.40], [-4.12, 1.00, -0.60], [-4.59, 1.59, -1.86], [0.81, -0.76, 4.39], [-2.79, 0.75, -0.30], [2.23, -0.61, 3.92], [-5.16, -2.57, -4.43], [-2.30, 0.48, 1.01], [1.74, -4.14, 1.83], [-3.17, -1.61, -4.75], [-5.70, -2.08, -5.25], [-3.76, -5.42, -3.54], [1.03, 5.78, -1.95], [7.57, 3.93, -2.38], [6.66, 4.39, -0.18], [2.13, 2.83, 3.17], [-1.37, 1.53, 3.76], [-5.44, -2.12, -3.49], [-3.14, 0.09, 3.06], [-0.54, 2.34, -4.41], [7.56, 2.88, 1.70], [2.56, -1.61, 3.51], [5.94, 2.22, -2.74], [5.74, 1.34, 1.20], [-6.46, 1.03, 2.53], [5.12, 3.03, 1.18], [-0.43, 2.56, 2.68], [-0.05, -1.66, 2.59], [7.75, 1.82, 0.34], [-4.80, -5.65, 2.18], [0.23, 4.32, -3.92], [1.22, 0.65, 6.01], [-0.36, 4.78, -1.73], [1.42, 1.36, 1.09], [6.82, 1.14, -1.70], [8.36, 4.21, -0.13], [2.81, 1.91, 4.57], [-0.46, 0.39, 5.69], [-4.32, 2.67, -1.90], [0.31, 2.49, 4.89], [1.96, 4.34, -3.63], [3.24, 3.64, -2.01], [2.38, -1.14, -1.01], [-4.15, 1.08, -2.71], [-0.07, -5.48, 2.95], [-6.14, -4.46, -3.63], [-6.28, -0.67, 2.50], [-2.09, 0.93, -1.10], [1.49, -0.42, 1.16], [2.81, -0.51, 4.80], [3.38, 0.71, 2.53], [-5.67, -4.43, -5.43], [8.48, 2.55, -1.60], [1.22, -2.81, -0.12], [-1.19, -0.97, 3.78], [0.69, -1.69, 5.06], [-5.39, 0.29, 3.75], [-6.16, 0.85, 0.21], [1.11, 4.30, -1.01], [-5.65, 1.45, -1.91]], "energy_ha": -4712.49049, "charge": 1, "e_homo_ev": [-7.39, -6.42], "lumo_ev": [-4.05, -3.15], "homo_lumo_gap_ev": [3.34, 3.27], "multiplicity": 5}

---

4.
{"formula": "C25H52O7P2", "method": "ωB97M-V/def2-TZVPD", "symbols": ["P", "P", "O", "O", "O", "O", "O", "O", "O", "C", "C", "C", "C", "C", "C", "C", "C", "C", "C", "C", "C", "C", "C", "C", "C", "C", "C", "C", "C", "C", "C", "C", "C", "C", "H", "H", "H", "H", "H", "H", "H", "H", "H", "H", "H", "H", "H", "H", "H", "H", "H", "H", "H", "H", "H", "H", "H", "H", "H", "H", "H", "H", "H", "H", "H", "H", "H", "H", "H", "H", "H", "H", "H", "H", "H", "H", "H", "H", "H", "H", "H", "H", "H", "H", "H", "H"], "positions_angstrom": [[-1.63, 3.27, 3.27], [-1.83, 4.39, 0.20], [-2.99, 1.93, 0.31], [-4.27, -0.83, 3.23], [7.05, -2.53, 1.14], [-2.87, 4.09, 3.21], [-1.53, 4.42, -1.42], [-3.43, 4.55, 0.29], [-3.41, -0.33, 0.55], [-4.54, 1.31, 1.99], [5.36, -0.01, -1.61], [8.09, -2.42, -1.08], [1.50, 2.36, -1.73], [-4.56, -0.47, -0.28], [2.73, 1.44, -1.71], [-1.69, 2.49, 0.49], [-4.27, -1.50, -1.36], [-5.12, 0.30, 3.00], [-3.28, 0.87, 1.25], [-5.41, -1.47, -2.38], [-4.03, -2.90, -0.76], [7.26, -3.22, -0.08], [-1.29, 2.10, 1.93], [-5.30, -3.54, -0.20], [-2.02, 0.76, 2.11], [-3.39, -3.84, -1.78], [6.67, -0.56, -2.19], [7.79, -3.04, 2.23], [3.98, 2.13, -1.16], [5.31, 1.52, -1.61], [7.74, -0.93, -1.14], [-6.55, -0.14, 2.68], [-0.72, 1.85, -0.50], [0.72, 2.38, -0.39], [-4.82, 0.49, -0.74], [-4.04, -4.01, -2.64], [6.27, -3.46, -0.50], [-5.29, -0.62, -3.06], [7.92, -2.86, -2.07], [-4.25, -1.36, 2.42], [7.86, -2.25, 2.98], [-3.34, -1.20, -1.84], [-6.56, -1.14, 2.24], [-1.10, 2.00, -1.52], [3.96, 3.19, -1.45], [-3.19, -4.81, -1.33], [-0.73, 0.77, -0.34], [-5.43, -0.79, 0.31], [-3.93, 3.87, -0.20], [-4.30, 2.25, 2.49], [7.39, -0.61, -0.15], [3.96, 2.12, -0.06], [-2.19, 3.98, -1.97], [9.15, -2.55, -0.86], [1.82, 3.38, -1.97], [-3.32, -2.79, 0.07], [0.83, 2.05, -2.53], [-5.46, -2.38, -2.98], [8.65, -0.36, -1.33], [-0.44, 4.02, 3.36], [0.72, 3.39, 0.02], [-5.14, 0.79, 3.98], [5.25, -0.38, -0.58], [-5.05, -4.47, 0.32], [-1.41, -0.05, 1.71], [7.29, -3.90, 2.68], [-7.17, -0.17, 3.58], [7.09, 0.17, -2.89], [-2.24, 0.53, 3.15], [-5.83, -2.90, 0.51], [2.50, 0.57, -1.09], [2.93, 1.08, -2.72], [6.10, 1.88, -0.95], [5.56, 1.88, -2.62], [8.80, -3.33, 1.94], [6.44, -1.45, -2.80], [-0.21, 1.91, 2.02], [-6.00, -3.80, -1.00], [-2.44, -3.44, -2.14], [4.51, -0.42, -2.16], [1.27, 1.77, 0.33], [7.75, -4.18, 0.12], [-5.29, 1.57, 1.23], [-6.37, -1.36, -1.88], [-7.03, 0.53, 1.97], [-1.55, 2.43, 4.40]], "energy_ha": -2193.17791, "charge": 0, "e_homo_ev": -8.74, "smiles": "COCCCCCCCCCCC[C@@]1(P(O)O)O[C@@](C[C@@H](C)O)(OC[C@H](C)C(C)C)C[C@@H]1[PH2]=O", "lumo_ev": 0.49, "homo_lumo_gap_ev": 9.23}

---

5.
{"formula": "H60O30", "method": "ωB97M-V/def2-TZVPD", "symbols": ["O", "O", "O", "O", "O", "O", "O", "O", "O", "O", "O", "O", "O", "O", "O", "O", "O", "O", "O", "O", "O", "O", "O", "O", "O", "O", "O", "O", "O", "O", "H", "H", "H", "H", "H", "H", "H", "H", "H", "H", "H", "H", "H", "H", "H", "H", "H", "H", "H", "H", "H", "H", "H", "H", "H", "H", "H", "H", "H", "H", "H", "H", "H", "H", "H", "H", "H", "H", "H", "H", "H", "H", "H", "H", "H", "H", "H", "H", "H", "H", "H", "H", "H", "H", "H", "H", "H", "H", "H", "H"], "positions_angstrom": [[-0.49, -3.64, -1.30], [-0.49, -0.38, -0.47], [-3.42, -4.60, -1.76], [4.14, -3.85, -0.96], [-2.41, 2.35, 3.75], [-2.44, -3.03, 0.62], [-0.71, 4.61, 1.74], [2.08, -0.11, 1.75], [-3.72, 0.94, -3.13], [3.27, 0.94, 4.27], [-4.84, -1.90, 2.06], [4.08, 2.82, 0.03], [3.50, -0.51, -0.80], [0.44, 2.14, 1.59], [-1.85, -2.45, 3.21], [1.60, 2.14, -0.89], [1.53, -3.32, 0.21], [0.83, 1.04, -3.41], [2.96, 3.83, 2.09], [-1.97, 5.01, -1.66], [-3.81, 1.77, 1.36], [-0.40, -0.23, 3.82], [4.12, 1.31, -2.60], [3.27, -1.89, -3.22], [0.98, 3.23, 4.22], [-0.42, -6.08, -2.81], [-4.48, -1.82, -2.19], [-3.23, -0.26, -0.35], [0.34, 3.72, -2.96], [0.41, -1.87, -3.30], [-3.38, 1.72, 2.21], [-3.50, 0.30, -2.45], [2.46, 2.47, -0.62], [1.45, -0.80, 1.99], [1.17, 1.53, 1.46], [-2.46, 1.71, 4.46], [2.11, 3.62, 2.49], [-1.67, -3.39, 0.19], [0.16, -0.72, -1.09], [-4.59, 0.68, -3.44], [0.04, 3.09, 4.08], [1.05, 2.25, -0.12], [3.51, 0.37, -1.18], [2.60, -0.49, 1.05], [-2.08, -2.57, 2.30], [1.27, 1.40, -2.64], [-0.66, -5.21, -2.50], [1.37, -3.57, 1.12], [2.61, 1.21, 3.64], [-0.36, 5.06, 2.51], [-0.03, 0.31, 0.01], [-1.73, -3.34, 3.55], [1.15, 2.84, 5.08], [-4.20, -4.20, -2.16], [-0.22, 1.63, 2.06], [-0.93, -0.97, 3.51], [-1.23, -6.59, -2.75], [3.08, -2.81, -3.35], [1.01, 3.55, -2.31], [3.52, 4.04, 2.84], [-2.28, -0.33, -0.24], [0.23, 2.89, -3.43], [-0.30, 3.75, 1.76], [0.39, -3.75, -0.94], [0.16, -0.96, -3.44], [-2.63, -2.23, 0.14], [2.85, 1.03, 5.13], [4.23, 2.24, -2.40], [-3.93, 2.71, 1.20], [4.43, -4.52, -1.58], [-5.14, -2.70, 2.49], [3.20, -1.50, -4.10], [2.48, -3.21, 0.16], [-2.71, 3.17, 4.14], [3.74, -3.18, -1.52], [-2.11, 5.67, -2.34], [-3.99, -1.27, -1.56], [3.66, 3.18, 0.81], [4.98, 3.14, 0.07], [-5.40, -1.70, -1.95], [-3.03, -3.89, -1.26], [-0.41, -0.32, 4.77], [-3.50, 0.44, 0.23], [1.44, 1.18, -4.13], [1.30, -1.93, -3.65], [3.34, -1.09, -1.54], [-4.02, -2.14, 1.64], [4.87, 1.09, -3.16], [-1.88, 4.19, -2.13], [-0.39, -2.99, -2.00]], "energy_ha": -2293.23107, "charge": 0, "relative_energy_kcal_mol": 75.5, "e_homo_ev": -9.95, "lumo_ev": -0.47, "homo_lumo_gap_ev": 9.48}

---

6.
{"formula": "C6H12S2", "method": "ωB97M-V/def2-TZVPD", "symbols": ["S", "S", "C", "C", "C", "C", "C", "C", "H", "H", "H", "H", "H", "H", "H", "H", "H", "H", "H", "H"], "positions_angstrom": [[1.08, -0.86, -0.15], [-0.76, -2.76, -1.46], [-0.57, 1.43, 1.93], [-1.06, 2.62, -0.24], [0.72, -2.34, -1.04], [-0.42, 0.17, -0.27], [1.87, -3.31, -1.03], [-0.27, 1.47, 0.44], [2.64, -2.74, -0.56], [2.10, -3.61, -2.05], [-0.78, 3.56, 0.10], [-1.23, 0.62, 2.19], [-1.12, 2.43, -1.26], [1.70, -4.21, -0.50], [-2.10, 2.49, 0.11], [0.35, 1.26, 2.42], [-0.72, 0.27, -1.32], [-1.06, 2.32, 2.26], [-1.18, -0.42, 0.23], [0.80, 1.62, 0.20]], "energy_ha": -1032.14913, "charge": 0, "relative_energy_kcal_mol": 25.2, "e_homo_ev": -8.47, "smiles": "CC(=S)SCC(C)C", "lumo_ev": 0.06, "homo_lumo_gap_ev": 8.53}

---

7.
{"formula": "C5H13Cl2FeHf", "method": "ωB97M-V/def2-TZVPD", "symbols": ["Hf", "Fe", "Cl", "Cl", "C", "C", "C", "C", "C", "H", "H", "H", "H", "H", "H", "H", "H", "H", "H", "H", "H", "H"], "positions_angstrom": [[-0.18, -0.95, 1.00], [-0.40, 0.48, -1.35], [-1.38, -2.15, 2.63], [-0.01, -1.79, -1.26], [-1.34, 0.94, 0.89], [-0.96, 1.83, -2.81], [1.06, 1.70, -1.06], [-0.65, -3.18, 1.23], [1.73, -0.99, 2.03], [2.21, 0.00, 1.98], [0.88, 2.62, -1.67], [0.05, -3.92, 1.66], [-1.09, 1.95, 1.36], [1.20, 1.94, 0.01], [-1.54, -3.64, 0.66], [-2.09, 2.05, -2.94], [1.70, -1.24, 3.09], [-2.47, 0.76, 1.04], [-0.36, 2.76, -2.78], [2.38, -1.75, 1.57], [-0.69, 1.39, -3.79], [1.95, 1.20, -1.51]], "energy_ha": -2430.19452, "charge": 0, "relative_energy_kcal_mol": 30.9, "e_homo_ev": [-7.36, -7.92], "lumo_ev": [0.29, -1.19], "homo_lumo_gap_ev": [7.66, 6.73], "multiplicity": 6}

---

8.
{"formula": "C8H20N3O", "method": "ωB97M-V/def2-TZVPD", "symbols": ["O", "N", "N", "N", "C", "C", "C", "C", "C", "C", "C", "C", "H", "H", "H", "H", "H", "H", "H", "H", "H", "H", "H", "H", "H", "H", "H", "H", "H", "H", "H", "H"], "positions_angstrom": [[-1.64, 0.19, -2.74], [0.71, -2.57, -1.88], [-0.03, -0.93, 1.49], [-0.58, -0.18, -0.70], [0.24, 2.39, 0.98], [0.05, 1.50, 2.25], [0.74, 0.12, 2.21], [0.35, -1.03, 0.07], [0.19, 3.91, 1.32], [-1.18, -0.83, -1.86], [-0.20, -1.68, -2.69], [0.39, -2.52, -0.41], [0.81, -0.24, 3.25], [-1.03, 1.39, 2.43], [-2.07, -1.43, -1.56], [1.68, -2.31, -2.03], [0.05, 4.51, 0.40], [1.38, -0.63, -0.08], [-0.82, -2.36, -3.30], [-1.31, 0.07, -0.04], [1.12, 4.24, 1.81], [1.80, 0.18, 1.87], [1.18, -3.07, 0.11], [1.13, 2.13, 0.38], [-0.61, -2.97, -0.25], [-2.60, 0.13, -2.72], [0.35, -1.06, -3.42], [0.43, 2.09, 3.11], [-0.63, 2.20, 0.33], [0.60, -3.53, -2.19], [-0.69, 4.09, 1.96], [0.19, -1.82, 1.92]], "energy_ha": -556.05026, "charge": 1, "relative_energy_kcal_mol": 1.7, "e_homo_ev": -12.89, "smiles": "CCCCN[C@H]1C[NH2+]C[C@H](O)N1", "lumo_ev": -3.50, "homo_lumo_gap_ev": 9.39}